Record 1
Density functional theory data (the ωB97M-V functional and the def2-TZVPD basis) for C6H5N in the gas phase in a non-equilibrium geometry.

relative energy (zero: lowest compared OMol25 entry of this formula, charge and spin): 268.47 kJ/mol
frontier orbital gap: 9.32 eV
total energy: -7789.0122 eV
structure (SMILES): C1=CC=CC=NC=1

Each line ends with the natural charge from an NBO analysis.
CARTESIAN COORDINATES (ANGSTROEM)
C 0.438783 0.704826 0.992113  -0.285
C 0.001590 -1.599605 0.205468  -0.322
C 0.645711 1.127576 -0.442125  0.088
C -0.993123 -0.047832 -1.520713  -0.125
C -0.659099 -1.102933 -0.828529  0.072
C 0.168870 -0.552391 1.327614  -0.136
N 0.037467 0.901759 -1.544676  -0.385
H 0.458922 1.446325 1.772411  0.230
H 0.641513 -2.490079 0.092122  0.229
H 1.226954 2.041906 -0.611502  0.193
H -1.925662 0.330212 -1.915906  0.226
H -0.041926 -0.759764 2.473723  0.215

Atomic forces in eV per Å
C -0.2 -0.3 -1.9
C 0.7 0.7 0.1
C -0.1 2.1 0.6
C 0.0 0.1 0.7
C -0.3 -0.5 1.1
C -1.2 -2.0 1.6
N 0.2 0.2 -0.5
H 0.4 0.4 -0.1
H -0.5 0.4 0.5
H 0.6 -0.4 0.7
H -0.1 -0.7 -0.3
H 0.6 0.0 -2.5

***

Record 2
Density functional theory data (the ωB97M-V functional and the def2-TZVPD basis) for a molecular structure, C10H30FInO5S5 in a non-equilibrium geometry.

relative energy (zero: lowest compared OMol25 entry of this formula, charge and spin): 110.18 kJ/mol
net charge: +2
frontier orbital gap: 3.68 eV
total energy: -83137.5715 eV

Each line ends with the natural charge from an NBO analysis.
CARTESIAN COORDINATES (ANGSTROEM)
In -18.412900 11.969970 -1.914450  1.658
F -16.742540 14.124710 -0.789510  -0.652
C -15.062960 13.542900 -5.567200  -0.785
S -16.572000 14.402420 -4.974750  1.210
O -17.285240 13.156250 -4.407870  -0.921
C -15.764540 15.484370 -3.707270  -0.798
H -15.371420 12.857590 -6.356700  0.249
H -14.669500 13.032350 -4.688210  0.237
H -14.229000 14.186340 -5.847550  0.249
H -15.043370 14.913000 -3.122840  0.247
H -16.398020 15.940100 -2.946280  0.278
H -15.204190 16.233700 -4.266380  0.252
C -22.523390 13.576990 -5.153250  -0.804
S -21.025210 14.262960 -4.330810  1.224
O -20.109990 13.065990 -3.983020  -0.960
C -20.322630 14.957760 -5.862150  -0.788
H -23.119040 12.917580 -4.522000  0.260
H -22.443320 12.987520 -6.066600  0.253
H -23.086850 14.507670 -5.219830  0.246
H -20.213590 14.148410 -6.584070  0.246
H -19.294470 15.234340 -5.628740  0.241
H -20.932200 15.833730 -6.083960  0.259
C -13.635420 11.664500 -1.522330  -0.790
S -14.795800 10.499380 -2.348340  1.218
O -15.911780 11.254080 -3.045020  -0.945
C -13.538150 10.033300 -3.640450  -0.785
H -13.005020 12.269870 -2.173650  0.244
H -13.013820 10.970810 -0.956200  0.250
H -14.326550 12.211060 -0.880680  0.259
H -14.071560 9.322680 -4.271800  0.236
H -12.683340 9.530620 -3.187990  0.262
H -13.242970 10.858620 -4.288390  0.240
C -18.493200 14.372730 2.346940  -0.769
S -19.826630 13.203420 1.929600  1.233
O -19.178320 12.342300 0.865660  -0.961
C -20.042510 12.268260 3.485900  -0.807
H -17.636060 13.699400 2.354060  0.250
H -18.677030 14.796440 3.334250  0.251
H -18.538650 15.047220 1.491900  0.260
H -20.068910 12.849880 4.407380  0.271
H -19.228480 11.546560 3.553690  0.250
H -20.958960 11.699740 3.327710  0.255
C -18.725780 10.029530 -6.637060  -0.752
S -17.669160 9.517920 -5.135880  1.164
O -18.547440 9.877410 -3.871870  -0.953
C -18.090260 7.763140 -5.523400  -0.763
H -19.776240 9.915560 -6.369380  0.247
H -18.480430 9.389060 -7.484240  0.245
H -18.557010 11.081180 -6.868690  0.237
H -19.080270 7.677550 -5.971330  0.249
H -18.109350 7.158170 -4.616900  0.259
H -17.220980 7.510680 -6.130630  0.245

Atomic forces in eV per Å
In 1.7 1.7 -1.5
F -1.2 -1.6 -0.9
C 0.3 0.7 0.5
S 0.8 -1.6 0.8
O -0.2 1.5 0.3
C 0.4 -0.6 0.3
H 0.1 0.2 0.1
H -0.5 -0.4 0.0
H -0.4 0.3 -0.5
H 0.0 -0.4 -0.2
H -0.6 -0.1 -0.5
H -0.3 0.1 -0.2
C -0.3 0.2 1.0
S 0.2 -1.9 -0.7
O -0.3 0.3 0.4
C 0.6 -0.4 1.0
H 0.4 0.2 0.7
H 0.7 0.7 -0.3
H -0.3 -0.1 -0.6
H -0.6 0.3 -0.2
H -0.2 0.4 0.2
H 0.1 -0.2 -0.5
C -1.2 -0.8 0.1
S 2.3 0.2 -0.5
O -0.4 0.4 0.5
C -1.4 -0.5 -0.3
H -0.4 0.0 -0.1
H 0.0 0.2 0.3
H 0.5 0.4 0.2
H 0.2 -0.2 0.0
H -0.1 0.2 0.2
H -0.1 0.3 0.4
C -0.8 -1.3 -0.2
S -0.5 1.3 0.4
O 0.5 -1.0 -0.4
C 0.4 -1.0 -0.9
H 0.3 0.5 -0.1
H 0.0 0.3 -0.3
H 0.5 0.2 0.4
H -0.1 0.4 -0.4
H 0.1 0.0 0.0
H -0.1 0.1 0.2
C 0.6 0.6 0.8
S -3.1 0.2 0.2
O 0.8 0.1 -0.9
C 0.5 0.4 1.0
H 0.2 -0.2 0.3
H 0.2 0.1 0.1
H 0.2 -0.1 0.0
H 0.4 0.1 -0.3
H 0.4 0.2 0.1
H -0.4 -0.5 -0.3